Formula: C5H11NaO4
Source: the OMol25 dataset
Level of theory: ωB97M-V with the def2-TZVPD basis set

Summary:
calculated total energy	-17969.227	eV
largest force on an atom	2.5	eV/Å
charge	0
Kohn-Sham gap	7.7	eV
lowest unoccupied orbital energy	-0.81	eV
HOMO energy	-8.5	eV

Last column: Mulliken charge in e.
CARTESIAN COORDINATES (ANGSTROEM)
C (-2.208, -0.410, -0.139)  -0.9919
C (-1.425, 0.029, 1.088)  -0.3137
O (-0.176, -0.602, 1.212)  -0.5367
H (-3.124, 0.190, -0.234)  0.3658
H (-1.614, -0.289, -1.055)  0.2247
H (-2.508, -1.465, -0.066)  0.2734
H (-2.017, -0.173, 1.995)  0.3059
H (-1.260, 1.120, 1.072)  0.2147
O (1.387, 1.310, 0.726)  -0.3739
C (1.213, -0.030, 0.429)  1.1140
O (2.091, -0.772, 1.003)  -1.0710
O (1.114, -0.155, -0.941)  -0.3340
C (1.048, -1.448, -1.497)  -0.7324
H (2.023, -1.951, -1.443)  0.2580
H (0.286, -2.067, -1.004)  0.2683
H (0.738, -1.337, -2.542)  0.2444
C (0.919, 2.346, -0.111)  -0.6324
H (1.623, 2.510, -0.938)  0.2281
H (-0.070, 2.134, -0.542)  0.2890
H (0.848, 3.246, 0.513)  0.2409
Na (1.114, -2.186, 2.473)  0.9588

Cartesian forces, eV/Å:
-0.2404 -0.0340 -0.1859
0.2806 0.4796 -0.0659
0.3848 -0.0402 -0.4623
0.1683 -0.1324 -0.0354
-0.1060 0.0421 0.2299
0.1261 0.2047 0.0112
0.1187 -0.0271 -0.1213
-0.1909 -0.1527 -0.0398
-0.6763 -0.1396 0.5601
1.8373 -1.1756 1.2483
-0.5183 -0.2727 -0.0058
-1.2034 0.5193 -0.3463
-0.0129 -0.3735 0.1055
-0.2294 0.1112 0.0151
0.1651 0.1360 0.0822
0.2092 0.0959 0.2040
-0.2805 -0.0852 -0.4452
-0.1435 0.0582 0.1426
0.2223 0.0338 0.0915
0.0829 -0.2143 -0.1698
0.0063 0.9665 -0.8126